Entry from OMol25: C33H49AsN5OOsSi2 as an isolated structure at a distorted geometry (ωB97M-V/def2-TZVPD).

Summary:
E	-4541.22881	a.u.
ΔE to the lowest compared entry with this formula, charge and spin	45.2	kcal/mol
spin multiplicity	2
E_HOMO (alpha / beta)	-5.478 / -5.429	eV
LUMO level (alpha / beta)	-0.05 / -0.30	eV

Atoms and positions in Å:
Os1 -0.882 0.368 -0.971
C1 -1.893 -2.123 -3.389
C2 -1.359 -3.228 -2.480
C3 -0.515 -2.725 -1.313
N1 -1.175 -1.685 -0.543
C4 -1.945 -1.999 0.480
C5 -2.099 -3.329 0.971
C6 -2.878 -3.852 1.989
C7 -3.816 -3.263 2.820
C8 -4.168 -1.910 2.799
C9 -3.639 -0.864 2.086
C10 -2.557 -0.809 1.135
N2 -2.056 0.324 0.715
C11 -2.540 1.585 1.266
C12 -1.581 2.746 1.042
C13 -1.506 3.315 -0.362
N3 -1.113 2.333 -1.364
C14 -1.030 2.735 -2.641
C15 -1.174 4.082 -3.003
C16 -1.301 4.705 -4.245
C17 -1.286 4.166 -5.506
C18 -1.022 2.826 -5.813
C19 -0.713 1.771 -4.997
C20 -0.654 1.645 -3.571
N4 -0.315 0.523 -2.967
C21 0.208 -0.584 -3.763
C22 -0.865 -1.519 -4.349
H1 -2.338 -1.330 -2.783
H2 -2.703 -2.541 -3.993
H3 -0.738 -3.910 -3.073
H4 -2.191 -3.821 -2.091
H5 0.415 -2.294 -1.684
H6 -0.208 -3.564 -0.683
H7 -1.505 -4.075 0.465
H8 -2.743 -4.920 2.134
H9 -4.348 -3.907 3.508
H10 -4.983 -1.630 3.460
H11 -4.116 0.087 2.277
H12 -2.694 1.485 2.345
H13 -3.519 1.820 0.827
H14 -0.587 2.438 1.355
H15 -1.894 3.562 1.701
H16 -0.775 4.134 -0.336
H17 -2.468 3.765 -0.644
H18 -1.227 4.767 -2.170
H19 -1.444 5.779 -4.193
H20 -1.472 4.836 -6.336
H21 -1.041 2.578 -6.869
H22 -0.527 0.856 -5.539
H23 0.902 -1.132 -3.127
H24 0.813 -0.203 -4.591
H25 -0.337 -2.334 -4.858
H26 -1.408 -0.976 -5.126
C23 3.811 -2.507 0.455
Si1 2.615 -1.728 1.668
C24 1.591 -3.193 2.254
C25 3.594 -1.013 3.101
As1 1.332 -0.359 0.204
Si2 2.889 1.387 -0.223
C26 4.653 0.773 -0.395
C27 2.444 2.229 -1.820
C28 2.845 2.623 1.186
H27 4.359 -3.307 0.966
H28 4.542 -1.813 0.051
H29 3.264 -2.959 -0.375
H30 2.134 -3.738 3.032
H31 1.454 -3.873 1.409
H32 0.599 -2.964 2.637
H33 3.887 -1.814 3.783
H34 3.044 -0.268 3.676
H35 4.505 -0.536 2.732
H36 4.753 0.080 -1.231
H37 5.033 0.293 0.507
H38 5.294 1.636 -0.603
H39 2.793 1.646 -2.676
H40 2.912 3.217 -1.868
H41 1.364 2.346 -1.910
H42 3.115 2.138 2.128
H43 1.853 3.066 1.284
H44 3.566 3.426 1.006
O1 0.396 0.819 2.080
N5 0.350 0.411 3.315
C29 -0.375 -0.682 3.629
C30 -0.494 -1.091 4.945
C31 0.125 -0.371 5.950
C32 0.856 0.758 5.606
C33 0.960 1.132 4.284
H45 -0.854 -1.170 2.793
H46 -1.086 -1.971 5.154
H47 0.038 -0.677 6.983
H48 1.350 1.357 6.358
H49 1.499 1.994 3.921

Force components x, y, z for each atom (eV/Å):
Os 1.49 -0.65 0.82
C 0.02 0.04 0.00
C 0.02 -0.03 -0.03
C 0.18 0.03 0.04
N -0.56 -0.13 -0.08
C 0.05 0.05 0.07
C -0.05 -0.01 0.04
C 0.12 0.01 -0.12
C -0.17 0.23 0.12
C 0.06 -0.35 0.08
C 0.25 0.17 -0.31
C -0.32 -0.17 0.11
N -0.04 0.19 -0.04
C 0.04 -0.03 0.02
C 0.02 0.01 -0.09
C 0.00 0.01 -0.01
N -0.26 0.05 -0.21
C 0.08 0.06 0.04
C -0.04 -0.02 -0.02
C 0.06 0.00 0.11
C 0.01 -0.12 -0.14
C -0.04 0.21 -0.02
C 0.08 -0.12 0.32
C -0.14 0.16 -0.34
N -0.04 -0.19 -0.01
C -0.05 -0.06 0.00
C 0.07 -0.03 0.02
H -0.05 -0.03 0.00
H 0.02 0.01 -0.02
H -0.04 -0.05 0.02
H -0.04 0.06 0.03
H -0.04 -0.01 0.02
H 0.00 0.00 -0.05
H -0.02 0.01 -0.01
H -0.01 0.00 0.00
H 0.00 0.01 0.00
H 0.00 -0.01 0.01
H 0.01 -0.01 -0.05
H 0.03 -0.03 0.01
H -0.04 -0.01 0.02
H -0.03 0.02 0.03
H -0.01 0.01 -0.02
H 0.00 0.00 -0.02
H -0.01 -0.02 -0.02
H -0.08 0.00 -0.02
H -0.03 -0.01 0.02
H 0.03 -0.02 -0.01
H 0.01 0.03 0.00
H -0.01 -0.02 0.04
H -0.07 -0.01 0.06
H 0.02 0.03 0.02
H 0.01 0.02 -0.03
H -0.02 0.01 0.01
C 0.17 -0.12 0.07
Si -0.41 -0.48 -0.37
C -0.08 -0.02 0.07
C -0.05 0.36 -0.01
As 0.00 0.71 -1.41
Si -0.21 -0.22 0.24
C 0.10 0.04 0.01
C -0.09 0.06 -0.15
C 0.10 0.12 0.00
H 0.00 0.00 0.00
H 0.02 0.02 -0.05
H 0.00 0.03 0.01
H 0.01 -0.01 -0.02
H -0.01 0.00 0.00
H -0.02 0.04 0.02
H -0.01 -0.05 -0.04
H 0.01 -0.05 0.02
H 0.00 0.02 0.01
H 0.01 -0.02 0.02
H 0.01 0.00 0.00
H 0.00 0.00 0.00
H -0.04 0.00 0.00
H 0.01 0.00 -0.02
H 0.09 0.05 0.03
H -0.07 0.01 0.00
H 0.00 -0.05 0.06
H 0.00 0.01 -0.02
O 0.21 0.02 1.10
N -0.37 0.36 -0.16
C 0.01 -0.17 0.25
C 0.02 0.01 -0.24
C 0.03 0.01 0.09
C 0.04 0.00 -0.14
C 0.01 -0.06 0.20
H 0.06 0.04 0.05
H -0.01 0.00 -0.01
H -0.01 0.01 0.00
H 0.01 0.01 -0.01
H -0.02 0.00 0.01

=====

Entry from OMol25: one molecule with the formula C3H5N3 at a distorted geometry (ωB97M-V/def2-TZVPD).

Summary:
E	-281.45986	a.u.
ΔE to the lowest compared entry with this formula, charge and spin	81.7	kcal/mol
E_HOMO	-9.408	eV
LUMO level	0.82	eV

Atoms and positions in Å:
C1 -1.628 -0.081 -0.009
N1 -0.186 -0.105 -0.014
C2 0.714 0.869 0.240
C3 1.954 0.211 0.203
N2 1.642 -1.119 -0.041
N3 0.391 -1.285 -0.237
H1 -1.973 -0.813 -0.742
H2 -1.994 -0.356 0.981
H3 -1.972 0.916 -0.283
H4 0.349 1.869 0.470
H5 2.703 -0.107 -0.568

Force components x, y, z for each atom (eV/Å):
C -0.22 0.15 0.07
N -0.10 0.12 0.20
C 0.18 -0.31 -0.44
C -0.35 -1.34 -1.15
N -0.96 -1.23 -0.11
N -0.51 -0.29 0.76
H 0.05 0.17 0.16
H -0.10 0.06 -0.10
H -0.07 -0.06 0.05
H 0.47 -0.29 -0.26
H 1.62 3.02 0.83

=====

Entry from OMol25: an isolated ion of composition C7H14NO2 and charge +1 at a distorted geometry (ωB97M-V/def2-TZVPD).

Summary:
E	-480.01046	a.u.
ΔE to the lowest compared entry with this formula, charge and spin	71.6	kcal/mol
charge	+1
E_HOMO	-13.595	eV
LUMO level	-3.42	eV

Atoms and positions in Å:
C1 1.451 -2.100 1.680
C2 1.241 -0.842 2.063
C3 0.448 0.151 0.078
C4 -2.376 -1.174 -1.413
C5 1.556 1.521 1.752
C6 -0.585 2.012 -1.349
C7 -0.883 -0.954 -1.629
N1 1.043 0.227 1.221
O1 0.572 1.315 -0.834
O2 -0.124 -0.892 -0.335
H1 1.614 -2.903 2.377
H2 1.449 -2.316 0.620
H3 1.333 -0.577 3.171
H4 -2.664 -2.013 -0.717
H5 -2.921 -0.280 -1.006
H6 -2.685 -1.393 -2.489
H7 0.991 2.351 1.209
H8 2.701 1.579 1.487
H9 1.541 1.420 2.883
H10 -0.698 2.971 -0.892
H11 -1.623 1.514 -1.268
H12 -0.391 2.127 -2.418
H13 -0.585 0.095 -2.091
H14 -0.408 -1.837 -2.100

Force components x, y, z for each atom (eV/Å):
C -0.25 0.86 -0.43
C 0.80 -2.45 3.04
C -0.22 3.67 -3.30
C -0.38 0.13 -0.40
C 1.88 0.50 -0.70
C -1.86 -0.76 -0.59
C 1.03 1.54 -0.22
N 0.20 2.03 -0.08
O -0.30 -2.90 3.02
O -0.72 -0.74 0.20
H 0.06 0.05 0.16
H 0.05 -0.37 0.10
H -0.39 -0.23 -1.82
H 0.69 0.59 -1.01
H 0.60 -0.64 -0.66
H -0.24 0.21 1.52
H 0.92 -1.01 1.45
H -2.24 0.04 0.34
H -0.53 0.69 -1.56
H 0.30 0.61 0.44
H 1.85 0.40 0.26
H 0.02 0.15 0.15
H -0.96 -3.18 0.14
H -0.32 0.79 -0.04

=====

Entry from OMol25: a 2-piece molecular cluster, C5H7ClSSi overall at a distorted geometry (ωB97M-V/def2-TZVPD).

Summary:
E	-1342.37006	a.u.
ΔE to the lowest compared entry with this formula, charge and spin	133.2	kcal/mol
E_HOMO (alpha / beta)	-9.226 / -7.027	eV
LUMO level (alpha / beta)	-0.53 / -1.24	eV

Atoms and positions in Å:
C1 -1.019 -2.877 0.442
C2 0.334 -2.814 0.668
C3 -1.527 -1.674 0.191
C4 0.793 -1.551 0.430
C5 0.000 2.694 -0.088
Si1 1.479 2.179 -1.179
S1 -0.335 -0.366 0.288
Cl1 0.246 4.509 0.363
H1 -1.672 -3.789 0.538
H2 0.870 -3.621 1.106
H3 -2.508 -1.402 -0.158
H4 -0.975 2.564 -0.419
H5 0.074 2.229 0.831
H6 1.498 1.120 -2.299
H7 2.744 2.798 -0.715

Force components x, y, z for each atom (eV/Å):
C -2.34 -1.83 0.16
C 2.09 0.49 0.28
C -1.28 2.52 -0.41
C 1.49 -1.29 1.05
C 2.18 1.99 -0.72
Si 0.06 -0.09 -0.73
S -1.51 -0.75 -0.84
Cl -0.28 -1.20 -0.47
H 0.95 1.03 -0.31
H 0.74 -0.44 -0.10
H -0.24 -0.07 0.19
H -1.60 -0.04 -0.99
H 0.20 -0.86 1.98
H -0.18 0.83 1.05
H -0.27 -0.29 -0.13

=====

Entry from OMol25: C35H37N8O2Yb as an isolated structure at a distorted geometry (ωB97M-V/def2-TZVPD).

Summary:
E	-3102.59815	a.u.
ΔE to the lowest compared entry with this formula, charge and spin	88.4	kcal/mol
charge	+2
spin multiplicity	2
E_HOMO (alpha / beta)	-12.038 / -11.949	eV
LUMO level (alpha / beta)	-5.78 / -7.63	eV

Atoms and positions in Å:
Yb1 -0.996 -0.004 -0.160
O1 3.783 2.710 -0.313
C1 3.020 3.773 -0.626
C2 3.405 5.094 -0.381
C3 2.555 6.172 -0.702
C4 1.300 5.975 -1.274
C5 0.900 4.659 -1.452
C6 1.697 3.588 -1.158
C7 1.022 2.219 -1.168
O2 -0.196 1.980 -1.241
N1 1.912 1.250 -0.986
N2 1.370 0.010 -0.838
C8 2.298 -0.976 -0.863
C9 2.111 -2.373 -0.861
C10 3.224 -3.238 -1.004
C11 3.120 -4.638 -0.989
C12 1.881 -5.252 -0.638
C13 0.783 -4.471 -0.445
N3 0.781 -3.042 -0.903
H1 3.055 1.791 -0.592
H2 4.384 5.308 0.029
H3 2.894 7.176 -0.496
H4 0.640 6.767 -1.605
H5 -0.100 4.489 -1.869
H6 3.352 -0.715 -0.964
H7 4.166 -2.742 -1.256
H8 3.980 -5.226 -1.224
H9 1.803 -6.340 -0.537
H10 -0.143 -4.816 0.059
C14 3.245 -0.500 4.762
C15 2.953 -0.430 3.229
C16 3.906 0.539 2.557
C17 1.477 -0.142 3.034
C18 1.028 1.124 2.645
C19 -0.345 1.364 2.512
C20 -1.309 0.389 2.873
C21 -2.757 0.749 3.049
C22 -0.843 -0.922 3.079
C23 0.525 -1.147 3.267
H11 4.265 -0.810 4.941
H12 2.555 -1.211 5.258
H13 3.134 0.486 5.221
H14 3.128 -1.422 2.810
H15 3.949 1.513 3.082
H16 3.665 0.722 1.521
H17 4.912 0.145 2.625
H18 1.719 1.923 2.374
H19 -0.715 2.255 1.989
H20 -3.298 0.660 2.130
H21 -2.838 1.785 3.397
H22 -3.199 0.079 3.807
H23 -1.502 -1.789 3.119
H24 0.881 -2.156 3.456
N4 -3.805 2.802 -2.162
C24 -4.005 3.509 -0.989
C25 -3.552 2.696 0.017
N5 -3.090 1.503 -0.502
C26 -3.231 1.592 -1.855
C27 -2.700 0.617 -2.822
N6 -1.877 -0.412 -2.509
C28 -1.475 -1.003 -3.687
C29 -2.145 -0.398 -4.727
N7 -2.926 0.604 -4.186
H25 -4.045 3.112 -3.086
H26 -4.506 4.477 -0.982
H27 -3.508 2.966 1.067
H28 -0.721 -1.784 -3.705
H29 -2.170 -0.604 -5.777
H30 -3.530 1.263 -4.676
N8 -0.354 -2.300 -0.278
C30 -1.651 -2.876 -0.495
C31 -2.752 -2.322 0.176
C32 -4.074 -2.595 -0.215
C33 -4.324 -3.456 -1.285
C34 -3.238 -4.084 -1.893
C35 -1.904 -3.821 -1.504
H31 0.518 -3.129 -1.918
H32 -0.144 -2.338 0.751
H33 -2.609 -1.534 0.964
H34 -4.859 -2.121 0.360
H35 -5.354 -3.602 -1.590
H36 -3.378 -4.732 -2.742
H37 -1.131 -4.362 -2.030

Force components x, y, z for each atom (eV/Å):
Yb -0.23 1.89 -0.47
O -1.65 -0.31 -0.58
C -0.18 -1.06 0.20
C -0.31 0.82 -0.36
C 0.59 -0.69 0.15
C 0.02 -0.90 -0.11
C -1.36 1.57 -0.74
C -0.65 -2.28 0.55
C 0.57 2.85 0.17
O -0.66 0.19 0.07
N 0.50 -3.23 0.36
N 1.55 -0.36 -0.22
C -0.86 0.08 -0.07
C 0.16 0.95 0.46
C -0.30 -1.64 -0.47
C 0.19 2.06 -0.40
C -0.92 0.89 0.01
C 0.28 -1.35 0.83
N -1.30 -0.58 -0.37
H 1.66 1.66 0.33
H -0.05 -0.17 0.05
H 0.12 0.08 0.00
H 0.21 0.15 0.25
H 0.40 -0.15 0.23
H -0.13 0.22 0.04
H -0.24 -0.32 0.35
H 0.33 -0.27 0.02
H 0.01 0.54 0.38
H 0.73 0.48 -0.77
C -0.60 -0.24 -0.38
C -0.17 -0.14 0.88
C 0.07 0.56 0.67
C 0.16 0.40 0.33
C -0.58 -0.17 -0.62
C -0.43 -0.49 -0.23
C 0.72 -0.12 -0.63
C 0.23 -0.16 0.62
C 0.58 0.17 0.38
C 0.12 0.07 -1.25
H 0.24 -0.20 0.00
H 0.42 0.40 -0.17
H -0.17 -0.05 -0.08
H 0.05 -0.18 0.02
H -0.20 -0.38 -0.30
H -0.03 0.10 -0.40
H 0.21 -0.13 -0.12
H -0.04 -0.28 0.07
H 0.23 0.23 0.84
H -0.64 -0.07 -0.59
H -0.07 -0.24 -0.02
H 0.03 0.40 -0.39
H -0.22 0.35 0.51
H -0.05 0.04 0.16
N 0.43 -0.89 0.55
C -0.13 -0.41 -0.31
C -0.02 0.17 -0.55
N 0.34 0.02 -1.58
C -0.26 0.80 1.53
C 0.32 -1.50 -0.77
N -0.23 1.66 0.24
C -1.06 0.85 -0.06
C 0.01 -0.04 0.32
N 0.43 0.18 1.37
H -0.04 0.22 -0.05
H 0.34 -0.40 0.01
H -0.06 -0.37 -0.24
H -0.40 0.14 -0.14
H 0.12 0.00 -0.19
H 0.40 -0.55 -0.01
N 1.70 -1.14 1.45
C -1.25 -0.89 -1.15
C 0.10 1.02 0.25
C 1.02 -0.26 0.09
C 0.39 0.30 0.61
C 0.64 0.57 0.20
C -1.17 0.48 0.11
H 0.06 0.52 0.73
H 0.09 -0.04 -0.76
H -0.14 -1.00 -0.45
H -0.14 -0.02 -0.22
H 0.19 -0.23 -0.16
H -0.15 -0.25 0.01
H 0.11 0.07 -0.04

=====

Entry from OMol25: C6H6O3P2 as an isolated structure at a distorted geometry (ωB97M-V/def2-TZVPD).

Summary:
E	-1140.51112	a.u.
ΔE to the lowest compared entry with this formula, charge and spin	34.0	kcal/mol
E_HOMO (alpha / beta)	-8.724 / -8.399	eV
LUMO level (alpha / beta)	-0.58 / -2.08	eV

Atoms and positions in Å:
C1 0.584 1.165 1.284
C2 -0.810 1.002 1.071
C3 0.848 1.017 -1.100
C4 -0.544 0.973 -1.289
C5 1.365 1.044 0.157
C6 -1.300 0.694 -0.170
O1 2.146 -0.773 0.406
O2 -2.304 -0.311 -0.217
O3 -0.155 -1.618 -0.286
P1 1.508 -1.935 -0.192
P2 -1.668 -1.683 0.390
H1 0.980 1.246 2.314
H2 -1.442 0.837 1.905
H3 1.476 0.988 -1.993
H4 -0.918 0.616 -2.290
H5 1.563 -1.950 -1.661
H6 -1.330 -1.313 1.669

Force components x, y, z for each atom (eV/Å):
C -1.09 0.12 0.49
C 1.79 0.62 0.72
C -0.30 1.02 -1.24
C 0.06 -1.62 -1.32
C -0.38 -0.31 0.29
C -0.20 -0.09 -0.28
O 2.67 3.64 1.90
O 0.37 1.57 -0.10
O 0.47 -0.88 0.35
P -3.65 -3.12 -2.42
P -0.02 -2.11 -1.37
H -0.24 -0.21 -0.84
H -0.44 0.09 0.81
H -0.05 -0.27 0.30
H 0.35 0.78 1.09
H 0.30 0.23 0.68
H 0.34 0.54 0.96